C41H50N5O2PbSSi | ωB97M-V/def2-TZVPD

Geometry as XYZ:
```
101
Properties=species:S:1:pos:R:3:forces:R:3
N -1.71018 1.60342 1.01415 0.018 -0.023 -0.015
H -4.27224 -0.29696 0.42239 -0.006 -0.015 0.002
Pb -0.15037 -0.88553 -1.25818 0.205 0.014 -0.247
C 3.25392 0.41749 -2.02774 0.104 0.059 -0.060
H -5.13261 3.89847 -1.09808 0.029 -0.012 -0.008
H -1.71258 2.26266 0.24379 -0.042 0.016 -0.016
C -4.17079 -0.76145 -0.56100 0.086 0.012 -0.029
H 2.94921 0.05736 1.14551 0.008 -0.034 0.019
C -2.95660 -3.79851 -3.01826 -0.010 -0.004 -0.031
C 1.51819 3.27601 -4.71673 0.002 -0.031 0.001
C 1.10546 -0.35186 6.55106 -0.019 0.013 0.022
H -1.93057 1.91048 4.38572 0.014 -0.018 -0.016
C -2.51072 -4.64818 -0.82120 -0.019 -0.013 -0.025
H 3.83672 -1.81785 4.99054 -0.014 0.013 0.017
C 2.28675 4.10770 -5.49955 0.000 0.011 0.011
C -0.30322 3.09479 2.45666 0.038 0.014 0.014
C 0.75088 -3.01074 5.09069 0.008 -0.003 0.015
C -1.62589 2.34249 2.29446 0.016 -0.028 -0.046
H 1.84177 -1.99051 -5.42844 0.002 0.020 0.004
H 3.75318 4.24913 -7.07538 -0.006 -0.004 0.011
H 4.15583 -1.13577 0.66313 -0.039 0.040 0.051
N -0.22537 1.52927 -3.37821 0.150 -0.191 -0.042
C 1.13773 -1.78686 4.50672 0.004 0.007 0.005
H -3.77941 -5.62410 -2.24066 0.019 0.024 0.012
H -5.14779 1.47874 -0.71219 0.041 0.030 -0.027
H 2.23173 -2.78797 -2.74984 0.020 0.000 0.019
H 2.97201 0.20396 3.69437 -0.027 -0.010 0.013
N -0.94050 0.94536 -2.49735 -0.178 0.242 0.014
H 2.91678 1.12067 5.19657 -0.019 -0.015 -0.013
H -3.44970 -3.88845 -3.97796 0.010 0.002 0.019
C 2.34213 0.45232 4.55307 0.040 -0.001 -0.035
H 3.20532 0.27461 -3.10782 0.017 0.005 0.074
H -2.77091 0.80295 3.28950 0.033 0.033 0.000
N -0.65883 0.67479 0.75974 -0.078 -0.016 0.045
H 2.35788 -3.43830 -1.09974 0.001 0.006 -0.045
H -5.10508 -0.67275 -1.11687 -0.011 -0.009 -0.004
H -0.27045 3.60707 3.41988 -0.020 -0.003 -0.032
C 3.23091 2.22570 -6.63658 0.013 0.000 -0.010
O 0.32863 -1.29483 -3.50300 -0.043 -0.043 -0.006
H 2.61479 -1.68171 1.32606 -0.019 -0.021 -0.009
C -0.30890 -3.69373 3.07818 -0.014 -0.028 0.035
C 0.04921 -2.49315 2.46938 -0.031 0.042 -0.147
C 0.03925 -3.96421 4.40028 -0.002 -0.002 -0.008
H -0.18479 3.84614 1.67169 0.001 -0.022 0.005
H 3.82759 -0.77375 6.41950 -0.021 -0.016 -0.013
H 1.02248 -3.21665 6.11825 -0.007 0.008 -0.030
H -1.02674 0.65397 3.55394 0.064 -0.031 -0.016
C 1.94572 -0.79361 5.34454 -0.023 -0.031 -0.021
C -3.15335 3.91662 -1.93246 0.013 0.026 -0.005
H -3.91834 -1.81168 -0.45496 0.040 -0.050 0.002
C 3.23144 -1.47646 5.83344 0.018 -0.019 0.017
C -2.77803 3.33804 2.23644 -0.039 0.042 -0.001
H -2.80405 3.94154 3.14422 -0.003 -0.010 -0.006
H 0.25915 1.07743 0.96048 0.022 0.009 0.014
C 1.79361 -0.91837 -5.28452 -0.029 -0.011 0.046
C -1.68950 -3.55007 -0.55379 0.020 0.004 0.113
H 2.22459 5.17946 -5.35937 -0.001 -0.012 -0.002
H 1.06455 -0.61483 2.71523 -0.023 0.009 -0.022
H -1.98718 -1.95975 -3.53222 -0.013 -0.035 0.042
H -1.20093 3.60263 -2.76151 0.005 0.008 -0.001
H 3.80528 -2.85086 -1.92809 -0.048 -0.026 -0.007
H -3.72899 2.81309 2.13509 0.015 0.016 0.001
H 0.86687 3.69330 -3.96183 -0.010 -0.005 -0.011
H 1.47007 1.00819 4.20234 -0.040 0.007 -0.007
H -0.24207 -4.89540 4.87500 0.004 0.023 -0.020
H 3.01911 -2.33899 6.46665 0.011 0.029 -0.018
H -3.13550 4.98555 -2.09670 0.004 -0.010 0.001
C 2.73286 -2.67654 -1.78823 0.058 -0.078 -0.020
H 3.16927 -0.44474 -6.81206 -0.019 0.015 0.017
S -1.20290 -4.66682 1.96611 -0.038 -0.079 0.029
C 1.57380 1.88332 -4.88434 -0.061 -0.014 0.046
H 0.56560 2.43016 2.43270 -0.014 -0.004 0.026
Si 2.51036 -0.98384 -1.06804 -0.122 0.098 0.029
C 0.77490 -1.53905 3.19548 0.021 0.009 -0.007
C -1.50215 -2.57916 -1.53769 -0.207 -0.023 0.124
C 2.51271 -0.06164 -6.03775 0.035 0.051 -0.024
C 2.44857 1.36208 -5.85246 0.011 -0.074 -0.019
H 2.78353 1.37289 -1.78632 0.034 -0.009 -0.022
C -1.84738 1.36569 3.44373 -0.039 -0.014 0.051
H -2.66727 4.01419 1.38432 -0.006 -0.016 0.009
C -2.13639 -2.70879 -2.76499 -0.002 0.024 -0.025
H -2.66904 -5.40941 -0.06613 0.008 0.016 -0.011
N -0.39122 -2.36479 1.14756 0.049 -0.061 0.283
O -3.09555 -0.16406 -1.27970 -0.023 -0.042 0.021
C -1.06113 -3.41689 0.77668 0.018 0.154 -0.135
C -4.28112 1.93985 -1.16341 -0.023 0.051 0.020
H 3.89663 1.80087 -7.37919 -0.020 0.006 0.017
C -3.17673 1.17154 -1.50887 -0.001 -0.092 0.027
C 3.07899 -0.92852 0.69288 0.086 0.072 0.077
H 0.19058 0.14980 6.22627 0.019 -0.013 0.003
C -2.06279 3.14550 -2.30002 0.018 -0.020 0.025
C 3.15212 3.58594 -6.46798 -0.005 -0.001 0.003
H 0.82076 -1.19696 7.17935 0.008 0.011 -0.018
C 0.78397 0.96509 -4.06810 -0.137 0.125 0.001
C 0.94055 -0.44411 -4.22405 0.046 0.021 -0.077
H 1.67614 0.34486 7.16913 -0.014 -0.017 -0.019
H 4.30959 0.48466 -1.74152 -0.036 0.004 -0.011
H -0.78547 -0.10467 1.39741 -0.005 -0.066 0.016
C -4.26779 3.30897 -1.37530 -0.016 0.015 0.004
C -2.05855 1.76826 -2.09829 0.131 -0.018 -0.053
C -3.14200 -4.77124 -2.04557 0.001 -0.015 0.017
```
Forces are in eV/Å.

Charge: +1
Gap between HOMO and LUMO (eV): 6.76
Calculated total energy (eV): -78829.728
Relative energy (zero: lowest compared OMol25 entry of this formula, charge and spin) (kcal per mole): 0.8

Löwdin population analysis, charges in e, atoms 1 to 99:
1. N -0.031
2. H 0.100
3. Pb 1.432
4. C -0.179
5. H 0.113
6. H 0.091
7. C -0.039
8. H 0.031
9. C -0.049
10. C -0.022
11. C -0.035
12. H 0.093
13. C -0.054
14. H 0.093
15. C -0.065
16. C -0.037
17. C -0.018
18. C -0.618
19. H 0.123
20. H 0.107
21. H 0.055
22. N 0.099
23. C -0.154
24. H 0.114
25. H 0.109
26. H 0.026
27. H 0.079
28. N -0.040
29. H 0.095
30. H 0.114
31. C -0.056
32. H 0.027
33. H 0.091
34. N -0.017
35. H 0.043
36. H 0.104
37. H 0.094
38. C -0.027
39. O -0.193
40. H 0.021
41. C -0.456
42. C -0.287
43. C -0.055
44. H 0.090
45. H 0.091
46. H 0.115
47. H 0.054
48. C -0.553
49. C -0.081
50. H 0.085
51. C -0.039
52. C -0.037
53. H 0.093
54. H 0.072
55. C 0.003
56. C -0.261
57. H 0.108
58. H 0.080
59. H 0.103
60. H 0.097
61. H 0.052
62. H 0.088
63. H 0.095
64. H 0.065
65. H 0.118
66. H 0.080
67. H 0.108
68. C -0.192
69. H 0.124
70. S 1.160
71. C -0.110
72. H 0.056
73. Si 0.472
74. C 0.002
75. C -0.253
76. C 0.003
77. C -0.174
78. H 0.045
79. C -0.033
80. H 0.082
81. C -0.107
82. H 0.089
83. N 0.039
84. O -0.147
85. C -0.523
86. C -0.018
87. H 0.117
88. C -0.262
89. C -0.205
90. H 0.086
91. C -0.023
92. C -0.073
93. H 0.083
94. C -0.175
95. C -0.373
96. H 0.092
97. H 0.052
98. H 0.043
99. C -0.073

***

C41H51B3F3MgNaO42 | ωB97M-V/def2-TZVPD

Geometry as XYZ:
```
142
Properties=species:S:1:pos:R:3:forces:R:3
C -2.32949 -23.20349 -0.32080 2.030 0.821 -1.304
O 2.94005 -30.72324 -3.75191 0.338 0.166 -0.580
C 2.74272 -17.13031 -4.63919 -0.971 -1.327 -0.357
C 8.54692 -28.18108 -0.64148 3.017 -0.337 1.127
H -0.38726 -23.68434 -2.91106 0.225 -0.605 0.201
C -1.59038 -24.30535 0.43097 -0.212 1.424 -2.670
C -2.46308 -27.11874 -3.42983 -0.320 -1.249 -0.022
C 1.75835 -22.88873 3.44662 -0.097 -0.871 0.069
O 6.92536 -29.68070 0.40285 0.028 -0.238 0.503
H -3.20195 -26.99731 -2.63772 -0.007 0.246 -0.041
H 6.86630 -20.13882 -7.59320 0.002 -0.464 -0.396
O 0.78194 -27.41296 -5.90730 1.057 -1.160 2.075
H 6.56419 -24.32120 -9.59759 -0.022 -0.564 -0.048
C 2.49749 -27.40058 -4.22921 2.602 0.835 1.260
O -1.21431 -17.38158 -1.05492 0.067 -0.386 -0.823
C 1.97609 -21.42622 3.52860 0.791 1.848 0.248
O 3.09258 -20.88955 3.57675 -1.683 -0.208 -0.222
O 3.40044 -20.61717 0.64697 0.554 0.157 0.131
C -0.29459 -16.57628 -1.61879 0.073 0.993 0.444
H -0.01134 -19.49456 -2.92684 0.118 0.312 0.258
C 0.57676 -24.46484 -7.60549 -0.009 2.107 0.323
C 2.84788 -31.65681 -2.78968 -0.046 -0.707 0.044
O 9.67017 -28.43285 -0.21187 -2.876 -0.081 -0.596
O 6.59378 -25.66756 -0.82271 -0.931 0.520 -2.165
H -0.15827 -19.06716 -0.48516 -0.065 -0.175 -0.104
H -0.33541 -26.57268 -3.61085 -0.072 0.007 -0.225
O -3.66652 -23.69017 -0.49195 0.869 3.398 0.211
H 7.71718 -24.76801 -8.33800 0.207 -0.315 -0.277
B 6.90355 -26.95766 -1.59467 0.509 -0.057 0.481
H 2.62301 -26.55393 -10.15100 -0.023 -0.084 0.073
Na 4.89439 -19.44737 2.29130 -0.827 -0.799 -0.187
C 3.52270 -26.51081 0.32816 0.262 0.239 1.474
H -1.81804 -23.01736 -5.43388 -0.197 0.169 -0.182
O 1.09176 -29.18356 -4.43431 0.078 1.605 -1.499
C 2.37094 -21.21636 -4.84235 -1.560 -1.148 -0.440
C 2.91271 -25.34819 1.11347 -1.840 -2.544 -1.507
H 0.03591 -14.45199 -1.33890 0.165 -0.098 -0.749
C 0.74192 -19.33289 3.73570 -0.551 1.332 -0.756
O 5.28590 -15.06838 -5.59638 -2.092 -3.707 1.775
O 3.51420 -16.48895 -5.67963 -1.385 -0.657 0.044
C 1.89163 -31.07490 -1.73819 -0.160 1.384 0.675
H -0.44918 -24.81799 -7.70965 0.335 -0.336 -0.108
C 6.65667 -24.70699 -8.58235 1.799 0.064 -0.234
Mg 4.24330 -25.26228 -5.59093 0.103 0.978 0.410
C 1.33800 -27.95808 -4.95633 -2.458 -1.189 -2.200
O 8.33635 -27.26936 -1.55801 -0.818 1.413 -0.963
H 4.20670 -26.77643 -9.40035 -0.105 0.393 0.527
C 0.77200 -18.54304 2.35312 0.698 -0.726 0.749
C 5.79461 -20.16562 -7.79036 -0.460 0.216 -0.385
C -0.72481 -15.11870 -1.74498 -1.317 -1.090 1.106
H -0.60628 -24.58881 0.05775 0.216 0.450 0.308
O 3.19236 -26.16569 -1.03365 1.582 -1.317 -0.225
C 7.15105 -28.74322 -0.29103 0.883 -1.596 0.692
O 3.29986 -23.48774 -5.41365 -1.616 2.612 2.225
O 3.37043 -32.74437 -2.71435 -0.472 1.660 -0.572
O 1.19155 -21.72126 -1.68590 -0.672 -1.048 -0.674
O 2.87169 -28.26238 -3.28650 0.817 2.803 -2.087
H -1.28675 -20.54482 -2.49057 -0.219 0.053 0.516
H 5.51798 -19.85535 -8.79798 0.724 0.574 -0.013
O -1.69809 -25.00628 -3.97068 1.221 0.279 0.749
F -1.63335 -24.07736 1.71223 0.723 0.636 3.189
C 0.70545 -22.99850 -7.98184 -0.806 -0.233 -0.765
O 6.25064 -28.08109 -0.96960 -0.863 1.036 -0.557
O 1.80246 -25.10932 0.23712 -0.755 0.830 2.222
C -3.57278 -24.95747 -0.35088 -6.345 -4.707 -0.025
O 4.73313 -16.50085 -3.88937 0.930 -0.532 1.378
H -1.93337 -19.21652 -0.53926 0.114 0.224 0.068
C 6.00601 -24.83944 -1.70887 -0.056 3.695 1.444
C -1.52790 -22.76939 -4.41288 -0.184 0.214 -1.252
B 2.40737 -21.63227 -2.52719 -0.023 0.630 -0.273
C 3.38748 -26.07150 -9.54195 -1.310 0.783 0.252
H 3.05460 -27.45799 0.59617 0.066 -0.004 -0.152
C -1.30058 -26.19731 -3.27078 -0.831 1.023 0.128
O 1.97683 -20.78935 -5.89638 0.976 0.131 0.405
C 2.10025 -25.46505 -1.01820 -1.801 2.851 -1.254
H -0.99513 -21.82001 -4.46708 0.053 0.033 0.295
C 2.89046 -22.65141 -4.57517 1.605 -1.759 0.108
C -0.73524 -23.93042 -3.91428 -1.082 -0.630 0.133
F 3.68989 -24.29997 1.09269 1.484 2.116 0.027
C -0.99899 -19.49378 -2.46572 0.283 0.389 -0.382
O 1.41155 -25.09110 -8.60490 2.584 -1.501 1.386
H -1.60125 -14.98651 -1.11057 -0.160 0.130 -0.101
H 2.37536 -18.10591 -4.95754 -0.585 0.391 -0.670
O 5.67215 -23.63956 -1.55093 0.973 -4.169 -0.217
H 1.29828 -23.17873 2.50199 -0.247 0.316 -0.023
O 1.56376 -29.81152 -2.15517 -0.457 -1.145 0.774
H 6.17285 -25.64970 -8.32676 0.235 0.048 -0.626
C -1.05270 -18.85740 -1.07175 0.352 0.330 -0.307
C 2.89225 -21.06179 -0.36098 -0.418 0.633 1.604
C 2.66476 -25.50588 -8.29078 0.180 -1.606 1.140
H 0.88392 -24.45963 -6.55968 0.461 -1.367 -0.207
H -2.96677 -26.97616 -4.38590 0.169 -0.037 -0.051
H 2.67444 -23.47320 3.53185 0.168 0.482 0.084
O 0.62031 -21.50713 0.50946 1.225 -0.225 -1.535
H -1.06574 -14.99060 -2.77233 0.460 0.490 -0.008
O 1.44123 -24.97896 -1.92139 1.288 -1.784 0.748
C 4.59240 -15.99245 -5.10691 2.301 4.341 -1.816
H 3.67985 -25.20540 -10.13565 0.353 -0.001 -0.018
H 1.09497 -23.19532 4.25535 -0.151 0.037 -0.096
O 2.13329 -20.73126 -3.65594 -0.102 1.633 0.567
O 0.78719 -20.75354 3.62534 0.930 -0.882 -0.492
H 0.39718 -22.93958 -9.02567 -0.037 0.411 -0.082
H 4.57775 -26.50807 0.60197 0.164 -0.298 -1.068
O 1.57277 -31.54272 -0.68564 0.047 0.032 -0.672
H 2.59982 -25.52951 2.14173 -0.324 -0.239 -0.242
H -2.46302 -22.70742 -3.85627 0.136 0.278 0.184
H 0.09212 -24.22948 -4.55782 0.429 0.275 0.081
C 5.12708 -21.52245 -7.66297 0.134 0.620 1.962
H -2.09045 -22.24846 0.14704 -1.166 0.114 0.140
C 6.06811 -23.71869 -7.67162 -0.333 -0.608 -3.656
O 2.88474 -22.82158 -3.25744 0.124 -0.713 -0.932
O 6.03199 -22.52260 -8.17337 -0.015 1.184 -0.116
H -1.92591 -23.16961 -1.33276 0.216 0.220 -0.086
H 1.75221 -22.69919 -7.92881 -0.146 0.223 0.350
O 5.39207 -24.17007 -6.81933 -1.651 0.038 4.118
F 4.30916 -18.73725 -3.87408 -0.406 0.573 0.236
H 4.88136 -21.74708 -6.62506 0.271 -0.225 0.057
O 3.05562 -26.32459 -4.55064 -1.272 -2.843 1.543
O 6.40299 -26.71408 -2.98509 0.350 -0.563 0.169
O -4.56713 -25.71050 -0.55325 4.136 2.177 0.514
C 5.90967 -25.54373 -3.06524 -0.339 0.479 0.224
O 3.17738 -25.58185 -7.13613 -2.230 0.418 -3.876
H 0.58126 -17.47237 2.42646 0.316 0.071 0.748
H -0.20278 -19.05986 4.20591 -0.182 -0.600 -0.001
H 3.54592 -17.39555 -2.54202 -0.516 -0.365 -0.294
O 3.39189 -21.07931 -1.53586 0.669 -0.476 -1.541
O 5.43453 -25.02786 -4.06235 0.323 -0.019 -0.020
H 5.41319 -19.42184 -7.09078 -0.521 -0.203 -0.011
H 0.02242 -18.81692 1.61068 -0.028 -0.805 0.410
H 0.03463 -22.38059 -7.38494 0.311 0.157 0.078
H 1.96001 -16.49815 -4.21985 0.067 0.107 -0.335
O 0.81925 -16.86714 -1.96828 0.396 -1.274 -0.143
C 1.41998 -21.50707 -0.41415 -0.733 0.260 0.912
H -1.23341 -25.98649 -2.20347 0.510 0.235 0.175
H 4.15438 -21.50759 -8.15464 0.255 -0.459 -0.525
B 2.12092 -29.50775 -3.45223 -0.397 -1.982 1.569
O -2.42963 -25.31479 0.17993 -0.313 -4.462 -0.364
H -1.65454 -18.97502 -3.16518 -0.212 0.085 0.128
C 3.73141 -17.49975 -3.61106 2.572 1.075 0.049
H 1.48114 -19.04181 4.48197 0.438 0.338 -0.512
H -2.12598 -28.15271 -3.35651 -0.043 -0.138 -0.121
H 1.75565 -18.69768 1.90969 -0.026 0.085 -0.261
```
Forces are in eV/Å.

Gap between HOMO and LUMO (eV): 4.97
Calculated total energy (eV): -149401.250

Löwdin population analysis, charges in e, atoms 1 to 99:
1. C -0.021
2. O 0.210
3. C -0.046
4. C -0.355
5. H 0.088
6. C -0.391
7. C -0.051
8. C 0.032
9. O 0.184
10. H 0.068
11. H 0.088
12. O 0.149
13. H 0.108
14. C -0.252
15. O -0.011
16. C -0.461
17. O 0.033
18. O 0.093
19. C -0.535
20. H 0.062
21. C -0.179
22. C -0.359
23. O 0.134
24. O 0.207
25. H 0.086
26. H 0.098
27. O 0.140
28. H 0.107
29. B -0.825
30. H 0.092
31. Na 0.782
32. C 0.003
33. H 0.075
34. O 0.256
35. C -0.374
36. C -0.314
37. H 0.090
38. C -0.174
39. O 0.101
40. O 0.106
41. C -0.342
42. H 0.141
43. C 0.054
44. Mg 0.700
45. C -0.340
46. O 0.237
47. H 0.090
48. C -0.029
49. C -0.041
50. C 0.025
51. H 0.158
52. O 0.125
53. C -0.399
54. O 0.056
55. O 0.156
56. O 0.223
57. O 0.281
58. H 0.060
59. H 0.083
60. O -0.152
61. F 0.132
62. C -0.056
63. O 0.245
64. O 0.104
65. C -0.576
66. O 0.123
67. H 0.124
68. C -0.312
69. C -0.069
70. B -0.809
71. C 0.052
72. H 0.160
73. C -0.252
74. O 0.155
75. C -0.550
76. H 0.068
77. C -0.222
78. C -0.267
79. F 0.121
80. C -0.050
81. O 0.020
82. H 0.078
83. H 0.136
84. O 0.116
85. H 0.080
86. O 0.206
87. H 0.094
88. C -0.153
89. C -0.381
90. C -0.338
91. H 0.099
92. H 0.086
93. H 0.088
94. O 0.137
95. H 0.094
96. O 0.146
97. C -0.551
98. H 0.093
99. H 0.105